Record 1
Below is one molecule with the formula C5H10, with properties calculated with wB97M-V/def2-TZVPD.

Geometry as XYZ:
```
15
Properties=species:S:1:pos:R:3:forces:R:3
C -1.722017 0.738210 0.647690 0.0798 0.2727 -1.0338
C 0.038468 -0.851275 -0.245434 -1.6886 1.9405 -3.4118
C -0.309701 0.550967 0.144624 3.2653 0.8310 4.3002
C 0.694269 1.357211 0.572537 -1.3594 0.1530 -0.8746
C 1.301755 -1.300171 -0.939213 0.2235 0.6072 0.2840
H -0.661300 -0.485616 -1.192873 0.1923 -3.4481 1.4472
H 1.102171 -2.257251 -1.424459 0.0966 0.0472 0.0616
H -2.427215 0.570517 -0.167914 -0.2099 -0.0322 0.0243
H -1.873291 1.749486 1.019798 0.0243 -0.0219 0.0811
H -1.959866 0.016715 1.429873 0.1238 -0.0145 0.0296
H -0.103684 -1.493863 0.627511 -1.4654 -0.3926 -0.7126
H 2.104439 -1.438369 -0.217972 0.3199 -0.0025 -0.0729
H 1.731409 1.096217 0.460985 0.2254 -0.1346 -0.1777
H 1.597120 -0.583110 -1.705900 0.1944 -0.0319 0.0188
H 0.487442 2.330331 0.990748 -0.0218 0.2267 0.0365
```
Forces are in eV/Å.

Summary:
SMILES = C=C(C)CC
HOMO level = -8.87 eV
orbital gap = 9.9 eV

Charge distribution, Löwdin scheme, values in e: -0.08 -0.25 -0.43 0.04 -0.13 0.17 0.07 0.07 0.07 0.08 0.12 0.07 0.05 0.08 0.05

Record 2
Below is one molecule with the formula C5H10, with properties calculated with wB97M-V/def2-TZVPD.

Geometry as XYZ:
```
15
Properties=species:S:1:pos:R:3:forces:R:3
C 0.398993 0.510513 -1.591155 0.9057 1.4126 -0.9854
C 0.508213 0.155684 0.814379 0.0537 -1.7479 0.0712
C -1.874192 -0.332461 1.273291 0.9872 -0.2254 -1.1020
C -0.744554 -0.772012 0.693128 0.6107 2.3838 2.3034
C 1.300856 0.064016 -0.481786 -0.9558 0.3796 0.6813
H 1.260954 -0.252813 1.533327 -1.0794 0.4222 0.3014
H -2.742406 -0.943108 1.224244 -0.7827 -0.2842 0.2362
H 0.150176 1.158780 1.086450 0.4385 -0.2307 -0.0637
H -0.411515 -0.195418 -1.652884 -0.5139 0.0621 -0.2922
H -0.594295 -1.763106 0.306779 -0.1951 -0.2945 -0.2589
H 1.473293 -0.998936 -0.573730 0.6214 -0.3315 -0.3277
H -1.950711 0.685326 1.678750 0.0359 -0.5801 -0.1154
H 2.236099 0.600909 -0.373844 0.2011 0.0925 -0.3097
H 0.026209 1.556438 -1.398061 0.1395 -1.0622 -0.2385
H 0.962880 0.526189 -2.538887 -0.4669 0.0038 0.1000
```
Forces are in eV/Å.

Summary:
SMILES = C=CCCC
HOMO level = -9.53 eV
orbital gap = 10.8 eV

Charge distribution, Löwdin scheme, values in e: -0.13 -0.23 -0.01 -0.18 -0.31 0.12 0.03 0.10 0.06 0.10 0.10 0.06 0.10 0.10 0.07

Record 3
Below is one molecule with the formula C5H10, with properties calculated with wB97M-V/def2-TZVPD.

Geometry as XYZ:
```
15
Properties=species:S:1:pos:R:3:forces:R:3
C -1.060851 0.076655 -0.103401 -0.9047 -2.0315 -0.4726
C 0.781954 1.688126 0.362687 0.2284 2.1162 0.7325
C 0.297402 0.471221 0.316442 0.5469 -1.6692 -0.0330
C -1.112943 -1.142966 -1.162880 0.8220 0.3856 0.5337
C 1.186318 -0.699986 0.673933 0.0463 -1.1989 0.7356
H -0.666978 -2.079108 -0.661892 -0.3858 1.5011 -1.0167
H -0.602506 -0.881927 -2.149087 -0.4818 -0.4799 1.3934
H -2.150518 -1.415085 -1.380711 0.1041 0.2616 0.0131
H 2.003596 -0.287781 1.324400 -0.4203 -0.8235 -0.8021
H 0.633266 -1.552883 1.268023 0.9392 1.7163 -1.0726
H 0.149969 2.559807 0.089234 0.5518 -0.6312 0.1221
H 1.764670 1.920546 0.850602 -0.9327 -0.3186 -0.7947
H -1.565438 -0.357862 0.778595 0.2258 0.1617 -0.0455
H 1.562325 -1.182174 -0.286951 -0.1576 0.5818 1.3511
H -1.679669 0.918158 -0.352894 -0.1816 0.4285 -0.6444
```
Forces are in eV/Å.

Summary:
SMILES = C=C(C)CC
HOMO level = -9.29 eV
orbital gap = 10.4 eV

Charge distribution, Löwdin scheme, values in e: -0.22 0.02 -0.45 -0.10 -0.10 0.08 0.09 0.05 0.08 0.11 0.07 0.08 0.11 0.09 0.09